(1)
Density functional theory data (wB97M-V/def2-TZVPD) for C16H14BN7O4Y as an isolated structure.

The orbital gap comes out at 8.24 eV. The value obtained for the energy above the lowest of the compared OMol25 structures with the same formula, charge and spin is 0.0 kcal/mol. As for the total charge: +1. Its calculated total energy is -37161.2020 eV. The calculation puts the lowest unoccupied orbital energy at -4.0 eV. The maximum force comes out at 0.6 eV Å⁻¹.

Last column: natural (NBO) charge in e.
Element x y z (Å)
Y1 0.52895 0.22630 -0.06473  2.25
O1 -0.77572 4.11019 2.11141  -0.62
C1 -0.17841 3.04360 1.61335  0.80
O2 -0.43745 2.57418 0.51743  -0.64
C2 0.88943 2.46653 2.48120  0.06
C3 1.35542 2.99540 3.66574  -0.17
C4 2.44584 2.35643 4.26009  -0.14
C5 3.03742 1.26865 3.64181  -0.17
C6 2.51080 0.82597 2.43189  0.13
N1 1.43821 1.39761 1.90620  -0.52
C7 3.10267 -0.29389 1.58688  0.75
O3 3.91912 -1.04499 2.05265  -0.55
O4 2.57806 -0.29488 0.38878  -0.87
H1 -1.41048 4.43306 1.44908  0.52
H2 0.90112 3.87256 4.10256  0.26
H3 2.84423 2.73205 5.19331  0.25
H4 3.89980 0.76436 4.05521  0.27
C8 0.48322 0.32798 -4.60402  -0.33
C9 0.98406 0.81050 -3.40612  0.01
N2 0.38516 0.21674 -2.36877  -0.50
N3 -0.51571 -0.67065 -2.88953  -0.31
C10 -0.46410 -0.60868 -4.22251  0.04
B1 -1.43508 -1.58810 -2.00505  0.53
N4 -2.35527 -0.73493 -1.09495  -0.32
C11 -3.68773 -0.63405 -1.13794  0.03
C12 -4.10641 0.22379 -0.13755  -0.34
C13 -2.93129 0.58994 0.50470  0.00
N5 -1.86877 0.03118 -0.07662  -0.46
N6 -0.58686 -2.54508 -1.12840  -0.31
C14 -0.46706 -3.87600 -1.20014  0.03
C15 0.43627 -4.30100 -0.24215  -0.33
C16 0.84234 -3.13220 0.38857  0.02
N7 0.22300 -2.07493 -0.13848  -0.48
H5 0.76445 0.60101 -5.60534  0.25
H6 1.75180 1.54934 -3.23547  0.23
H7 -1.11090 -1.24962 -4.79972  0.24
H8 -2.11401 -2.23319 -2.75122  -0.01
H9 -4.23624 -1.17909 -1.88896  0.24
H10 -5.11435 0.51820 0.09486  0.25
H11 -2.80586 1.24512 1.35244  0.21
H12 -1.03773 -4.41698 -1.93762  0.24
H13 0.75454 -5.30859 -0.04255  0.25
H14 1.56348 -2.99385 1.17966  0.24

Cartesian forces (eV/Å) of the 3 atoms listed first:
Y 0.121 0.577 0.247
O 0.022 -0.227 -0.274
C 0.048 0.282 0.320



(2)
Density functional theory data (wB97M-V/def2-TZVPD) for C16H14BrF5N2O3Se3Te2Ti as an isolated structure.

The orbital gap comes out at 7.03 eV. The value obtained for the energy above the lowest of the compared OMol25 structures with the same formula, charge and spin is 0.0 kcal/mol. As for the total charge: 0. Its calculated total energy is -343317.2501 eV. The calculation puts the lowest unoccupied orbital energy at -0.9 eV. The maximum force comes out at 0.5 eV Å⁻¹.

Last column: natural (NBO) charge in e.
Element x y z (Å)
Ti1 2.51144 0.56701 -0.96580  1.60
O1 2.98326 -3.12174 0.45517  -0.68
C1 1.80158 -3.75234 0.26702  0.41
C2 1.70029 -5.07472 0.69122  -0.29
C3 0.52128 -5.77561 0.52218  -0.18
C4 -0.57635 -5.17754 -0.08730  -0.26
C5 -0.47213 -3.86531 -0.51196  -0.17
C6 0.69713 -3.13276 -0.32919  -0.19
C7 0.69494 -1.67961 -0.72636  0.25
O2 1.93750 -1.17731 -1.10842  -0.76
N1 0.28692 -0.87148 0.42080  -0.43
N2 0.34908 0.47200 0.08956  -0.25
C8 -0.63810 1.18985 0.45999  0.04
C9 -0.78063 2.63133 0.32163  -0.14
Br1 0.78315 3.65178 0.10434  0.15
C10 -1.96569 3.24101 0.41831  -0.16
C11 -3.27490 2.57914 0.52713  -0.10
C12 -4.20447 3.06928 1.44600  -0.19
C13 -5.44277 2.46594 1.58301  -0.20
C14 -5.77953 1.37790 0.78772  -0.20
C15 -4.87486 0.90210 -0.14905  -0.21
C16 -3.63006 1.49948 -0.28127  -0.16
H1 2.97011 -2.31061 -0.07752  0.50
H2 2.56889 -5.53128 1.14677  0.23
H3 0.46346 -6.80338 0.85652  0.22
H4 -1.49368 -5.72983 -0.23729  0.22
H5 -1.31353 -3.38832 -1.00493  0.20
H6 0.00499 -1.53867 -1.57361  0.16
H7 -0.61892 -1.14169 0.79577  0.36
H8 -1.48667 0.70278 0.94174  0.20
H9 -1.97533 4.32542 0.41695  0.23
H10 -3.94425 3.92050 2.06327  0.22
H11 -6.14888 2.84721 2.30864  0.22
H12 -6.75054 0.91190 0.88945  0.22
H13 -5.14177 0.07126 -0.78895  0.22
H14 -2.93818 1.15004 -1.03844  0.21
Se1 3.94658 3.57439 -2.24422  0.56
Se2 4.90862 2.15937 -3.71746  -0.15
Te1 2.89060 0.61430 -4.32667  0.30
Se3 1.20103 1.59201 -2.81460  -0.37
F1 3.49631 3.27024 1.61416  -0.61
Te2 4.81371 2.18874 0.89160  2.65
F2 5.79664 3.71959 0.44107  -0.64
F3 5.41279 2.16796 2.71225  -0.67
F4 2.92170 0.80284 0.87962  -0.64
F5 4.17756 -0.05389 -1.22405  -0.58
O3 3.61171 2.46072 -0.84479  -1.14

Cartesian forces (eV/Å) of the 3 atoms listed first:
Ti 0.224 -0.387 0.115
O -0.094 -0.108 -0.030
C 0.004 0.053 0.009



(3)
Density functional theory data (wB97M-V/def2-TZVPD) for C16H14Cl2CsN5O5S as an isolated structure at a distorted geometry.

The orbital gap comes out at 5.45 eV. The value obtained for the energy above the lowest of the compared OMol25 structures with the same formula, charge and spin is 17.9 kcal/mol. As for the total charge: -2. Its calculated total energy is -70936.0575 eV. The calculation puts the lowest unoccupied orbital energy at 3.9 eV. The maximum force comes out at 4.6 eV Å⁻¹.

Last column: natural (NBO) charge in e.
Element x y z (Å)
Cs1 10.46858 11.96942 9.86211  0.95
C1 8.78979 17.45872 11.62929  -0.69
C2 9.84484 16.49888 11.16717  0.09
N1 10.42898 15.67174 11.98520  -0.18
N2 10.13349 15.51619 13.21814  -0.52
C3 10.86208 14.58957 13.91359  0.25
N3 10.71909 14.53218 15.24599  -0.82
S1 12.04258 13.79069 13.00152  -0.44
C4 10.16173 16.44498 9.67741  0.19
C5 10.21570 17.70776 8.99983  -0.28
C6 10.42486 17.74696 7.60382  -0.21
C7 10.81241 16.55170 6.99712  -0.29
C8 10.88868 15.36948 7.72216  0.02
N4 10.64533 15.35961 9.05028  -0.44
H1 8.67291 17.27065 12.70792  0.24
H2 7.85388 17.30710 11.09231  0.20
H3 9.09923 18.48169 11.44554  0.19
H4 9.82295 14.70169 15.69815  0.37
H5 11.24060 13.74682 15.69315  0.39
H6 10.01122 18.72525 9.42521  0.20
H7 10.43301 18.68997 7.03648  0.19
H8 11.05768 16.54464 5.88319  0.20
H9 11.04617 14.39554 7.29812  0.29
O1 11.76073 7.56578 4.84402  -0.68
C9 11.35922 8.38176 5.82426  0.32
C10 10.94358 8.00677 7.08820  -0.34
C11 10.42547 8.94574 8.04418  0.14
N5 10.41140 10.23950 7.69269  -0.50
C12 10.74023 10.55758 6.44040  0.15
C13 11.27715 9.70915 5.44980  -0.31
C14 10.50995 12.01620 6.11532  0.74
O2 9.85884 12.38432 5.15588  -0.71
O3 11.19462 12.74891 6.95322  -0.83
C15 10.29193 8.51178 9.47200  0.71
O4 10.39326 7.23434 9.49683  -0.78
O5 10.28070 9.27394 10.43918  -0.76
H10 11.88724 6.66821 5.13356  0.47
H11 10.86467 6.96840 7.32764  0.23
H12 11.45298 10.04685 4.43806  0.23
Cl1 5.22915 11.21213 8.50100  -0.05
C16 5.62180 12.87901 9.13606  -0.35
Cl2 7.00084 12.93543 10.34329  -0.03
H13 4.78870 13.39584 9.65371  0.22
H14 5.97719 13.38369 8.25808  0.23

Cartesian forces (eV/Å) of the 3 atoms listed first:
Cs 0.290 1.437 0.709
C 0.104 -0.239 0.310
C 0.201 -1.214 0.283



(4)
Density functional theory data (wB97M-V/def2-TZVPD) for C16H14ClF2MgN6OS as an isolated structure.

The orbital gap comes out at 6.87 eV. As for the total charge: -1. Its calculated total energy is -62046.5012 eV. The calculation puts the lowest unoccupied orbital energy at 2.4 eV. The maximum force comes out at 0.5 eV Å⁻¹.

Last column: natural (NBO) charge in e.
Element x y z (Å)
Mg1 1.21914 -0.30015 -0.41337  1.61
N1 -0.89119 3.14877 1.46836  -0.62
C1 0.16464 2.39530 0.85318  0.24
N2 -0.25461 1.23005 0.17405  -0.72
C2 -1.37356 0.61826 0.50970  0.44
N3 -1.77837 -0.53072 -0.03211  -0.45
N4 -0.79520 -1.00956 -0.83198  -0.32
C3 -1.00583 -1.99986 -1.59956  0.00
C4 0.12972 -2.44613 -2.42685  0.19
C5 -0.00566 -3.48599 -3.33835  -0.25
C6 1.09161 -3.84887 -4.10160  -0.16
C7 2.28282 -3.16682 -3.93213  -0.28
C8 2.33230 -2.14350 -2.99062  0.08
N5 1.28671 -1.78695 -2.26194  -0.50
C9 -2.26798 1.20119 1.53349  -0.18
C10 -3.37630 0.52819 2.03415  -0.13
C11 -4.18552 1.10737 2.99665  -0.28
C12 -3.88095 2.38351 3.46173  -0.18
C13 -2.78417 3.07037 2.97712  -0.30
C14 -1.96727 2.47850 2.01079  0.29
H1 -0.60283 3.99446 1.93273  0.39
H2 0.69222 3.04982 0.15138  0.19
H3 -1.97139 -2.50219 -1.65707  0.17
H4 -0.95372 -3.99838 -3.43582  0.21
H5 1.01491 -4.65936 -4.81632  0.21
H6 3.16778 -3.41736 -4.49926  0.21
H7 3.24555 -1.59925 -2.78556  0.23
H8 -3.57762 -0.45977 1.64448  0.24
H9 -5.04061 0.57117 3.38583  0.20
H10 -4.50345 2.84670 4.21871  0.20
H11 -2.54860 4.06269 3.34316  0.20
Cl1 1.88652 -3.29508 0.66324  -0.26
C15 1.70795 -1.52447 1.31577  -0.97
H12 2.68857 -1.35448 1.76646  0.18
H13 0.98662 -1.65559 2.12502  0.18
F1 4.09404 -0.14909 -1.18907  -0.44
C16 3.00744 0.78686 -1.22003  -0.01
F2 3.47487 1.86815 -0.42907  -0.44
H14 3.09047 1.18450 -2.24770  0.07
O1 2.57986 4.08369 1.59963  -0.92
S1 2.43371 2.75089 2.16177  1.48
N6 1.18737 1.97313 1.88102  -0.79

Cartesian forces (eV/Å) of the 3 atoms listed first:
Mg 0.261 0.138 -0.175
N -0.109 0.059 -0.025
C 0.478 0.140 0.053



(5)
Density functional theory data (wB97M-V/def2-TZVPD) for C16H14MnN2O2S2 as an isolated structure at a distorted geometry.

The orbital gap (spin up / spin down) comes out at 7.60 / 7.40 eV. The value obtained for the energy above the lowest of the compared OMol25 structures with the same formula, charge and spin is 23.9 kcal/mol. As for the total charge: 0. Its calculated total energy is -76881.6814 eV. As for the spin multiplicity: 2. The expectation value of S² is 1.10. The calculation puts the lowest unoccupied orbital energy (spin up / spin down) at -0.7 / -0.9 eV. The maximum force comes out at 6.5 eV Å⁻¹.

Last column: Löwdin spin population.
Element x y z (Å)
Mn1 0.80082 1.46432 1.36351  0.80
C1 -2.75384 0.69839 -0.53821  0.00
C2 -1.68655 0.86211 0.49044  0.01
N1 -0.49903 1.22495 0.17564  -0.01
N2 0.06357 1.50854 -1.08183  -0.01
C3 1.34382 1.80778 -1.13921  0.00
S1 2.57388 1.80117 0.04437  -0.04
S2 1.92932 2.13315 -2.79405  -0.01
C4 1.41963 0.53936 -3.51706  0.00
C5 2.04709 -0.63739 -2.81853  0.00
C6 3.42931 -0.78847 -2.78314  0.00
C7 3.99941 -1.87293 -2.13830  0.00
C8 3.19303 -2.81990 -1.51979  0.00
C9 1.81591 -2.67625 -1.55131  0.00
C10 1.24569 -1.58761 -2.20026  0.00
C11 -1.93889 0.60749 1.93538  0.00
C12 -3.25467 0.22460 2.24457  0.00
C13 -3.67884 -0.05288 3.52205  0.00
C14 -2.77904 0.04371 4.57397  0.00
C15 -1.47681 0.41211 4.32352  0.00
C16 -0.99766 0.70106 3.03585  0.00
O1 0.22935 0.92574 3.01818  0.00
H1 -2.38808 0.92362 -1.53628  0.00
H2 -3.58314 1.37127 -0.32483  0.00
H3 -3.11376 -0.32978 -0.53628  0.00
H4 1.72236 0.54977 -4.56536  0.00
H5 0.33413 0.48095 -3.50031  0.00
H6 4.06675 -0.05444 -3.26131  0.00
H7 5.07595 -1.98222 -2.11595  0.00
H8 3.63909 -3.66715 -1.01520  0.00
H9 1.18304 -3.41147 -1.07057  0.00
H10 0.16680 -1.48258 -2.21864  0.00
H11 -3.99513 0.13545 1.46387  0.00
H12 -4.70500 -0.34301 3.70259  0.00
H13 -3.09601 -0.17118 5.58617  0.00
H14 -0.77793 0.48229 5.14604  0.00
O2 0.44544 2.97946 1.60027  0.28

Cartesian forces (eV/Å) of the 3 atoms listed first:
Mn 1.448 5.008 3.834
C -0.003 0.027 -0.283
C -0.234 -0.242 0.829